A cluster of 24 separate species, C9H64NO24 in total, computed with the ωB97M-V functional and the def2-TZVPD basis.

For the gap between HOMO and LUMO (alpha / beta), the calculation gives 1.39 / 4.75 eV. Its expectation value of S² is 0.750. The energy above the lowest of the compared OMol25 structures with the same formula, charge and spin comes out at 162.2 kJ/mol.

```
! RIJCOSX wB97M-V def2-TZVPD def2/J DEFGRID3
* xyz -2 2
C -6.8301 -33.3060 -17.0972
C -5.3944 -33.0694 -17.5214
C -5.3588 -32.8666 -19.0402
C -5.8976 -31.5091 -19.4016
C -5.0531 -30.3341 -18.7546
C -4.7936 -30.5492 -17.1734
N -4.6607 -32.0147 -16.7677
O -4.3631 -32.3019 -15.4147
C -6.0316 -29.7804 -16.6310
C -3.5160 -29.7027 -16.8116
C -4.6565 -34.4882 -17.4084
H -7.2341 -34.1387 -17.6729
H -7.4684 -32.4429 -17.2862
H -6.9228 -33.6320 -16.0612
H -5.8971 -33.6520 -19.5707
H -4.3383 -33.0744 -19.3620
H -6.9124 -31.3308 -19.0458
H -6.0182 -31.4231 -20.4814
H -5.5742 -29.4160 -19.0258
H -4.0935 -30.1994 -19.2536
H -6.9386 -30.3222 -16.8993
H -6.0731 -28.7269 -16.9079
H -6.0311 -29.8761 -15.5452
H -3.8036 -28.6527 -16.8648
H -2.7604 -29.7736 -17.5939
H -3.2264 -29.7623 -15.7624
H -3.5904 -34.4876 -17.6354
H -5.1402 -35.2566 -18.0114
H -4.6824 -34.8471 -16.3795
O -7.1436 -32.0231 -14.0970
H -6.3354 -32.0511 -14.6090
H -7.8181 -31.7692 -14.7269
O -5.3620 -26.6923 -14.8941
H -6.2947 -26.4877 -14.9606
H -4.9818 -26.3435 -15.7003
O -8.6555 -28.7956 -14.1909
H -9.0435 -29.2407 -14.9443
H -8.1443 -29.4735 -13.7488
O -5.3649 -27.0007 -20.4829
H -5.0740 -26.5593 -19.6849
H -5.2315 -26.3548 -21.1766
O -1.5686 -32.1580 -13.9843
H -2.3679 -32.1961 -14.5096
H -1.6526 -31.3501 -13.4778
O -9.9126 -34.9835 -15.6791
H -9.0854 -35.4582 -15.5967
H -10.3525 -35.1207 -14.8401
O -2.8398 -28.4136 -21.5915
H -2.7756 -27.6174 -22.1188
H -3.6647 -28.3201 -21.1150
O -9.8081 -29.4962 -17.0701
H -10.2865 -29.3737 -17.8901
H -10.3208 -30.1449 -16.5878
O -1.4940 -29.6017 -12.7062
H -2.2512 -29.1428 -13.0700
H -1.0222 -28.9316 -12.2116
O -4.6963 -34.1763 -13.2173
H -4.3540 -35.0161 -13.5237
H -4.7070 -33.6223 -13.9978
O -7.4208 -36.8047 -16.5288
H -7.1244 -36.6415 -17.4242
H -6.7047 -37.2945 -16.1244
O -3.9336 -32.4604 -21.8274
H -4.4005 -33.2627 -22.0608
H -4.3178 -32.1934 -20.9924
O -1.6902 -33.5044 -19.7871
H -1.7420 -33.2475 -18.8665
H -2.4888 -33.1520 -20.1800
O -4.4955 -37.9263 -17.2642
H -4.1293 -38.7511 -17.5834
H -5.0091 -37.5913 -17.9992
O -0.0535 -28.0008 -17.1325
H 0.8744 -27.8606 -17.3211
H -0.1353 -28.9479 -17.0208
O -1.9422 -36.7176 -15.2968
H -1.8169 -35.9357 -15.8346
H -1.2550 -37.3189 -15.5838
O -10.4518 -34.9365 -18.1930
H -10.5108 -34.9380 -17.2376
H -9.5223 -35.0734 -18.3762
O -1.9014 -26.5368 -18.7836
H -1.2781 -27.1332 -18.3688
H -2.6338 -26.4897 -18.1692
O -1.6365 -32.7269 -17.1254
H -1.1138 -31.9542 -17.3399
H -2.4245 -32.3760 -16.7105
O -6.4803 -37.4221 -19.2235
H -6.9541 -38.2136 -19.4790
H -6.0361 -37.1396 -20.0230
O -8.6665 -31.1003 -22.6083
H -8.6746 -30.2301 -22.2096
H -8.0670 -31.6089 -22.0622
O -4.5016 -30.7309 -12.9609
H -5.0243 -31.1560 -12.2809
H -4.6724 -31.2439 -13.7507
O -8.1694 -36.1325 -13.6451
H -8.1798 -37.0754 -13.8096
H -7.4326 -35.8069 -14.1622
*
```

---

A structure of composition C30H33F6LaNOP3Se2Te2, computed with the ωB97M-V functional and the def2-TZVPD basis.

For the gap between HOMO and LUMO (alpha / beta), the calculation gives 7.04 / 5.18 eV. Its expectation value of S² is 0.759.

```
! RIJCOSX wB97M-V def2-TZVPD def2/J DEFGRID3
* xyz 1 2
La -1.3399 1.5855 -0.5737
Se 0.2034 4.2519 -0.7250
Te -2.1131 4.7279 -1.3292
Te -2.3961 3.5530 -3.7714
Se -1.0805 1.3798 -3.5523
C 1.0951 -1.9190 -0.8149
C 1.8884 -1.0509 -1.8450
P 1.8263 0.7622 -1.2606
C 2.6745 1.6875 -2.6272
C 2.2492 1.3430 -3.8924
C 2.6119 2.1122 -5.0080
C 3.5064 3.1767 -4.8780
C 4.0433 3.3912 -3.5880
C 3.5943 2.7449 -2.4705
C 3.0031 0.5473 0.1264
C 4.4374 0.4956 -0.0610
C 5.2165 0.3687 1.1577
C 4.5824 0.0906 2.3574
C 3.2040 0.0157 2.4619
C 2.4226 0.2731 1.3380
P -0.7021 -1.5057 -0.7305
C -1.3104 -2.4667 0.6871
C -0.4835 -2.7168 1.8359
C -0.9720 -3.3212 2.9404
C -2.2739 -3.7383 3.0279
C -3.0681 -3.5323 1.9171
C -2.5975 -2.9196 0.7629
C -1.4912 -2.3206 -2.1785
C -2.8710 -2.0704 -2.4047
C -3.4686 -2.6455 -3.5121
C -2.7588 -3.5424 -4.3390
C -1.4643 -3.8515 -4.0459
C -0.7501 -3.2395 -3.0161
H 1.4772 -1.7980 0.1990
H 1.2608 -2.9714 -1.0976
H 1.4754 -1.1435 -2.8262
H 2.9350 -1.3686 -1.9599
H 1.4939 0.5652 -4.0797
H 2.1765 1.9721 -6.0047
H 3.7451 3.7980 -5.6947
H 4.7776 4.1895 -3.5569
H 4.0030 2.9579 -1.5216
H 4.9430 0.7034 -1.0576
H 6.3015 0.3965 1.0838
H 5.1388 0.0300 3.2498
H 2.6335 -0.1300 3.4223
H 1.3380 0.3453 1.4194
H 0.5461 -2.4621 1.8001
H -0.2406 -3.5102 3.7196
H -2.7037 -4.3447 3.8343
H -4.1390 -3.7691 1.9284
H -3.2666 -2.8579 -0.0931
H -3.3849 -1.5429 -1.7077
H -4.5157 -2.4121 -3.6545
H -3.2389 -4.0798 -5.1586
H -0.9590 -4.5497 -4.7421
H 0.2814 -3.3950 -2.7781
F -3.3548 2.0130 1.0650
P -4.4001 0.8095 0.5859
F -4.6745 0.3359 2.0182
F -5.2175 -0.3890 -0.0371
F -5.6304 1.8303 0.5921
F -3.0016 -0.0727 0.5097
F -4.0335 1.3895 -0.9095
C -0.3048 2.0332 5.3203
N -0.1043 2.1898 3.9208
C 0.7321 3.3431 3.4676
C -0.8688 1.3939 3.0500
C -1.7676 0.3270 3.6065
O -0.6208 1.4609 1.8525
H 0.5823 2.0509 5.8816
H -0.7915 1.0791 5.5556
H -0.9785 2.8511 5.6585
H 0.1318 4.1837 3.1563
H 1.3430 3.0383 2.6382
H 1.4574 3.6229 4.1856
H -1.2375 -0.3756 4.2559
H -2.1483 -0.2347 2.7551
H -2.6085 0.8307 4.1585
*
```

---

The records above yield strongest force on any atom values of 0.0468; 0.0836 Eh/bohr, respectively.
The records above yield calculated total energy values of -2241.71915; -8286.90097 Eh, respectively.